[1]
The following is a quantum chemistry calculation of a single C3H2Cl2O molecule, from the OMol25 dataset.

Element x y z (Å)
C (0.653, -1.058, 0.601)
O (-0.344, 0.421, -0.850)
H (-1.380, -0.626, 0.650)
C (0.636, 1.316, -1.102)
Cl (0.371, -2.304, 1.713)
C (-0.392, -0.130, 0.436)
Cl (0.623, 1.862, -2.648)
H (-0.166, 0.519, 1.200)

Values from the calculation:
- multiplicity = 1
- E_HOMO (eV) = -8.92
- ΔE to the lowest compared entry with this formula, charge and spin (kcal per mole) = 134.24
- total charge = 0

=====

[2]
The following is a quantum chemistry calculation of a single C3H2Cl2O2 molecule, from the OMol25 dataset.

Element x y z (Å)
Cl (-0.870, -1.893, 1.129)
O (1.418, 0.334, -1.942)
C (0.612, 0.409, 0.447)
H (1.260, -0.294, 1.039)
H (0.720, 1.390, 0.699)
O (-0.590, -0.495, -1.315)
Cl (-2.316, 0.668, 0.696)
C (0.598, 0.129, -1.142)
C (-0.832, -0.247, 0.389)

Values from the calculation:
- multiplicity = 1
- E_HOMO (eV) = -10.71
- ΔE to the lowest compared entry with this formula, charge and spin (kcal per mole) = 37.93
- total charge = 0
- SMILES = O=C1CC(Cl)(Cl)O1

=====

Ordered LUMO energy results: -0.855 0.265; unit eV.
Ordered total energy results: -30229.4733 -32281.6957; unit eV.